Density functional theory data (the ωB97M-V functional and the def2-TZVPD basis) for a structure of composition C32H84F12MgN2O22S4 in a non-equilibrium geometry.

```
157
Properties=species:S:1:pos:R:3:forces:R:3:lowdin_charge:R:1
Mg 0.704 -3.221 -0.631 0.909 -1.139 0.038 0.793
C 2.731 -5.502 -2.807 0.089 0.377 -0.338 -0.645
F 2.459 -5.609 -1.499 0.102 -0.113 -0.239 0.125
F 3.999 -5.810 -3.040 -0.108 0.321 0.267 0.169
F 1.975 -6.348 -3.492 -0.063 0.312 0.249 0.161
S 2.386 -3.711 -3.379 -0.280 0.224 -0.710 0.730
O 3.378 -2.795 -2.878 -0.724 -0.956 0.431 -0.256
O 2.258 -3.810 -4.815 -0.375 -0.253 1.578 -0.251
N 0.867 -3.466 -2.532 2.417 -0.845 -3.185 -0.365
S -0.297 -3.040 -3.578 -2.060 2.227 -0.910 0.629
O -1.365 -2.538 -2.737 0.451 -0.965 0.413 -0.296
O 0.035 -2.156 -4.675 0.446 -1.524 0.952 -0.248
C -0.987 -4.680 -4.291 1.093 0.945 0.476 -0.668
F -0.480 -4.959 -5.471 -0.005 -0.012 -0.157 0.176
F -0.648 -5.641 -3.429 -0.472 -0.232 -0.010 0.125
F -2.289 -4.545 -4.371 -0.321 -0.243 -0.009 0.171
C 2.405 0.277 0.061 -0.950 0.506 0.429 -0.696
F 2.207 0.169 1.362 0.024 -0.562 0.825 0.131
F 2.725 1.524 -0.171 0.133 0.590 -0.655 0.186
F 3.368 -0.522 -0.315 0.405 -0.568 -0.230 0.183
S 0.820 -0.143 -0.856 0.177 0.065 -3.671 0.700
O -0.039 0.989 -1.014 0.097 -0.398 1.726 -0.228
O 1.297 -0.567 -2.151 0.394 -1.185 1.064 -0.281
N 0.213 -1.521 -0.005 0.314 5.256 -0.052 -0.333
S -0.687 -0.883 1.174 -2.238 -1.293 3.459 0.603
O -0.647 -1.823 2.279 -0.250 -0.305 -1.217 -0.283
O -0.555 0.473 1.614 0.525 0.023 -1.158 -0.253
C -2.400 -0.985 0.384 -0.183 -0.202 -0.414 -0.649
F -3.369 -0.917 1.287 0.328 0.192 0.514 0.140
F -2.584 -0.016 -0.498 0.250 0.163 0.121 0.154
F -2.533 -2.147 -0.251 0.292 -0.260 0.157 0.129
C -4.914 1.074 -2.933 0.373 -0.080 -0.505 -0.085
C -6.440 0.958 -2.758 2.213 -0.620 0.025 -0.308
O -7.003 0.783 -4.039 -0.773 0.494 -0.175 -0.072
H -4.354 0.926 -2.007 -0.139 0.219 0.094 0.043
H -4.569 1.981 -3.434 -0.302 0.282 0.322 0.070
H -4.572 0.299 -3.626 -0.171 -0.261 0.194 0.074
H -6.801 1.843 -2.234 -0.504 -0.146 -0.203 0.112
H -6.529 0.055 -2.147 -0.714 0.204 0.157 0.092
H -7.216 -0.139 -4.187 0.015 -0.077 0.106 0.081
C -4.230 3.474 1.231 0.422 0.206 -0.254 -0.074
C -4.784 2.061 1.409 -1.064 1.149 -0.587 -0.298
O -6.075 2.228 2.011 0.257 -0.838 0.935 -0.100
H -4.891 4.199 0.752 -0.386 -0.501 -0.244 0.083
H -3.288 3.526 0.683 -0.001 -0.288 -0.002 0.052
H -4.056 3.929 2.207 0.050 -0.336 0.182 0.064
H -4.055 1.472 1.970 -0.321 -0.140 0.273 0.090
H -5.052 1.525 0.492 0.830 0.234 -0.300 0.092
H -6.025 1.844 2.906 -0.096 0.412 -0.230 0.042
C 4.467 3.614 -2.541 0.322 0.352 -1.324 -0.086
C 5.225 3.188 -3.822 0.622 -1.242 1.834 -0.293
O 5.351 1.755 -3.821 -0.454 0.497 -0.755 -0.107
H 3.430 3.284 -2.584 -0.072 0.180 0.151 0.062
H 4.562 4.703 -2.501 -0.437 0.002 0.315 0.066
H 4.973 3.179 -1.683 -0.031 -0.077 0.022 0.061
H 6.252 3.516 -3.650 -0.012 0.380 -0.589 0.102
H 4.820 3.543 -4.768 -0.080 0.266 0.096 0.109
H 4.548 1.416 -4.249 0.165 -0.445 0.491 0.034
C -5.199 -5.476 -1.897 0.246 -0.708 -1.729 -0.095
C -4.204 -4.600 -1.190 -1.681 -0.248 0.544 -0.320
O -4.012 -5.126 0.128 0.748 0.457 -0.178 -0.093
H -4.925 -6.534 -1.941 0.053 -0.007 0.660 0.077
H -5.195 -5.251 -2.975 -0.381 0.446 0.175 0.075
H -6.201 -5.354 -1.493 -0.008 -0.089 0.010 0.071
H -4.739 -3.644 -1.135 0.641 0.321 0.104 0.088
H -3.295 -4.467 -1.771 0.346 -0.166 0.480 0.090
H -4.854 -4.987 0.596 0.189 -0.045 -0.130 0.042
C 1.788 -1.291 4.787 -0.895 -0.345 -0.667 -0.078
C 0.676 -0.647 5.610 -0.090 0.416 -0.048 -0.303
O 1.179 0.341 6.506 -0.056 -0.039 0.166 -0.078
H 1.764 -0.860 3.784 0.404 0.176 0.050 0.044
H 1.518 -2.339 4.628 0.302 -0.081 0.115 0.064
H 2.776 -1.201 5.231 -0.060 0.005 0.151 0.078
H 0.108 -1.387 6.179 0.276 0.049 0.216 0.110
H -0.055 -0.164 4.953 0.022 -0.227 -0.130 0.104
H 1.101 1.193 6.072 0.074 0.049 0.061 0.076
C -0.541 4.217 3.115 -0.270 0.082 -0.085 -0.068
C -1.311 4.906 1.997 -0.575 0.252 0.598 -0.327
O -0.823 6.236 1.814 0.519 -0.938 -0.723 -0.077
H -0.913 3.224 3.376 -0.119 -0.051 -0.254 0.062
H -0.598 4.829 4.016 0.319 0.049 -0.021 0.077
H 0.484 4.105 2.751 0.145 0.021 0.385 0.062
H -2.365 5.063 2.213 0.043 -0.218 0.332 0.084
H -1.298 4.250 1.120 0.312 0.418 -0.346 0.092
H 0.056 6.115 1.420 0.050 0.585 0.128 0.043
C 3.337 -0.557 -6.674 -0.541 -0.328 -0.383 -0.073
C 2.586 0.329 -5.694 -0.409 -0.666 0.305 -0.283
O 3.070 0.091 -4.367 0.812 0.447 -0.298 -0.104
H 4.416 -0.500 -6.543 -0.020 -0.031 0.190 0.077
H 3.123 -0.319 -7.720 -0.046 0.396 0.090 0.073
H 2.978 -1.584 -6.579 0.357 -0.085 0.310 0.064
H 1.531 0.051 -5.619 -0.076 0.237 -0.773 0.109
H 2.676 1.380 -5.984 0.019 0.052 0.276 0.108
H 2.343 -0.125 -3.784 -0.156 0.019 0.122 0.030
C 6.284 -2.894 1.190 -0.707 -0.961 -0.859 -0.064
C 6.153 -2.723 -0.309 0.177 0.699 0.113 -0.277
O 5.003 -3.457 -0.777 0.836 0.431 -0.119 -0.108
H 6.257 -3.970 1.388 0.424 -0.024 0.031 0.077
H 5.349 -2.552 1.639 0.434 0.646 0.424 0.060
H 7.222 -2.475 1.540 -0.305 0.294 0.405 0.087
H 7.080 -2.997 -0.826 -0.226 -0.520 0.005 0.120
H 5.998 -1.677 -0.602 0.021 0.048 0.355 0.116
H 4.936 -3.117 -1.684 -0.752 -0.470 0.037 0.064
C -6.431 -1.658 0.409 0.700 -0.762 -0.334 -0.068
C -5.981 -2.651 1.452 -0.341 -0.824 -0.141 -0.285
O -6.368 -4.018 1.119 -0.428 0.753 0.329 -0.099
H -7.496 -1.831 0.252 -0.077 0.572 0.010 0.088
H -5.917 -1.859 -0.534 -0.043 0.168 -0.057 0.061
H -6.158 -0.666 0.764 -0.432 0.248 -0.176 0.067
H -6.490 -2.335 2.365 0.422 -0.390 0.359 0.104
H -4.906 -2.755 1.567 0.006 0.537 0.188 0.100
H -7.264 -4.117 1.458 0.015 -0.342 -0.197 0.095
C 4.504 1.602 3.089 0.570 -0.205 0.313 -0.080
C 5.539 1.094 2.075 -0.948 0.846 0.622 -0.310
O 6.732 0.765 2.776 -0.123 -0.315 -0.545 -0.073
H 3.554 1.910 2.652 0.139 0.223 -0.032 0.056
H 4.999 2.400 3.649 -0.408 0.352 -0.121 0.070
H 4.306 0.843 3.847 -0.081 -0.216 -0.161 0.069
H 5.735 1.899 1.360 0.011 -0.191 -0.216 0.112
H 5.095 0.254 1.539 0.667 -0.334 0.022 0.085
H 7.153 1.612 2.951 0.186 -0.147 0.131 0.083
C -1.230 3.621 -2.603 0.732 0.226 -1.020 -0.083
C -0.253 4.682 -2.090 -0.708 -0.425 0.937 -0.328
O 0.180 5.588 -3.082 -0.106 0.090 -0.396 -0.068
H -0.696 2.982 -3.312 -0.142 -0.319 0.196 0.073
H -2.033 4.070 -3.190 -0.056 0.223 0.238 0.075
H -1.662 3.040 -1.792 0.158 -0.093 0.031 0.055
H 0.640 4.229 -1.649 -0.114 -0.237 0.009 0.102
H -0.801 5.155 -1.269 0.306 0.553 0.000 0.101
H 0.023 6.491 -2.799 -0.080 -0.029 0.066 0.079
C 2.926 -4.593 2.408 1.092 0.001 0.287 -0.039
C 2.383 -3.352 1.741 -1.345 -0.353 -0.924 -0.231
O 2.479 -3.477 0.271 0.298 0.219 0.942 -0.173
H 2.625 -5.561 2.008 -0.552 0.317 -0.324 0.088
H 2.750 -4.630 3.483 -0.163 0.300 -0.016 0.085
H 4.013 -4.589 2.281 0.029 0.019 0.100 0.070
H 2.843 -2.402 2.014 0.272 -0.212 0.274 0.113
H 1.307 -3.200 1.870 0.079 -0.122 0.656 0.086
H 3.439 -3.344 0.077 -0.067 -0.304 -1.050 0.072
C 3.356 5.970 3.078 -0.276 0.352 -0.473 -0.075
C 3.118 5.597 1.610 0.384 -0.155 0.756 -0.311
O 2.144 6.459 1.033 0.162 -0.027 -0.183 -0.079
H 3.902 6.914 3.102 0.172 -0.106 0.154 0.074
H 3.904 5.189 3.602 0.085 0.037 0.005 0.064
H 2.417 6.167 3.598 -0.102 -0.263 -0.074 0.073
H 2.805 4.555 1.519 -0.205 -0.017 -0.021 0.093
H 4.075 5.679 1.088 -0.067 0.002 -0.164 0.110
H 2.542 6.843 0.246 -0.269 0.054 -0.035 0.091
C -5.018 -0.817 4.320 0.199 0.351 -0.200 -0.074
C -4.366 0.490 4.812 -0.599 -1.152 -0.736 -0.278
O -5.288 1.565 4.624 0.298 -0.142 0.412 -0.087
H -5.162 -0.828 3.240 -0.010 0.474 -0.023 0.033
H -5.999 -0.978 4.765 0.107 -0.065 0.241 0.082
H -4.357 -1.671 4.483 -0.045 0.023 0.387 0.084
H -3.479 0.639 4.188 0.219 0.221 0.327 0.101
H -4.115 0.398 5.869 0.199 0.039 -0.027 0.114
H -5.001 2.261 5.225 -0.240 0.225 -0.220 0.100
```
Forces are in eV/Å.

## Properties
Electronic energy   -6025.49185 Eh
2S+1   1